Record 1
This record from the Open Molecules 2025 dataset describes 2 unconnected molecules or ions with the total composition C3H4ClN at a distorted geometry. The level of theory is ωB97M-V with the def2-TZVPD basis set.

The geometry in XYZ format:
```
9
Properties=species:S:1:pos:R:3
C 1.88 -0.32 -0.79
C 1.40 -1.12 -1.54
C -0.48 0.03 1.13
N -1.27 0.91 1.18
Cl -2.79 1.32 -0.18
H 2.14 0.29 0.02
H 1.04 -2.07 -1.91
H -0.38 -0.69 0.29
H -1.55 1.65 1.79
```

The value obtained for the orbital gap is 8.71 eV. Its HOMO energy is -9.23 eV.

***

Record 2
This record from the Open Molecules 2025 dataset describes 2 unconnected molecules or ions with the total composition C3H4ClN at a distorted geometry. The level of theory is ωB97M-V with the def2-TZVPD basis set.

The geometry in XYZ format:
```
9
Properties=species:S:1:pos:R:3
C 1.60 -1.63 -0.26
C 1.21 -0.70 0.41
C -0.36 0.99 0.53
N -1.31 0.71 -0.40
Cl -2.24 -0.63 0.06
H 2.18 -2.41 -0.74
H 0.55 1.60 0.22
H -0.74 1.42 1.48
H -0.90 0.64 -1.30
```

The value obtained for the orbital gap is 9.04 eV. Its HOMO energy is -9.52 eV.

***

Record 3
This record from the Open Molecules 2025 dataset describes C3H4ClN3 in the gas phase at a distorted geometry. The level of theory is ωB97M-V with the def2-TZVPD basis set.

The geometry in XYZ format:
```
11
Properties=species:S:1:pos:R:3
C -0.77 0.55 0.48
C -0.95 -0.46 -0.36
C 0.60 1.15 0.59
N 1.54 -0.02 0.50
N 1.34 -0.96 -0.19
N 0.07 -0.90 -1.07
Cl -0.35 -2.33 -1.95
H -1.38 0.90 1.39
H -1.88 -1.05 -0.50
H 0.96 1.52 -0.41
H 0.83 1.60 1.52
```

The value obtained for the orbital gap is 9.56 eV. Its SMILES is ClN1C=CCN=N1. Its HOMO energy is -9.04 eV.

***

Record 4
This record from the Open Molecules 2025 dataset describes C3H4ClN3S in the gas phase at a distorted geometry. The level of theory is ωB97M-V with the def2-TZVPD basis set.

The geometry in XYZ format:
```
12
Properties=species:S:1:pos:R:3
C -1.58 0.21 0.00
C 0.44 -0.38 0.07
C 1.86 -1.06 0.02
H -2.94 -1.55 0.72
H 1.30 1.59 0.25
H 1.93 -1.78 0.87
H 2.01 -1.69 -0.82
N -0.94 1.39 0.01
N 0.37 0.97 0.25
N -0.75 -0.82 0.13
S -3.24 -0.17 -0.15
Cl 3.20 0.16 -0.11
```

The value obtained for the orbital gap is 9.18 eV. Its SMILES is Sc1n[nH]c(CCl)n1. Its HOMO energy is -8.81 eV.

***

Record 5
This record from the Open Molecules 2025 dataset describes C3H4ClNO in the gas phase at a distorted geometry. The level of theory is ωB97M-V with the def2-TZVPD basis set.

The geometry in XYZ format:
```
10
Properties=species:S:1:pos:R:3
C -1.38 0.90 0.01
C -0.17 0.15 0.00
C 1.01 0.66 0.06
H -3.10 -1.49 0.02
H -1.29 1.91 0.12
H -0.24 -0.98 -0.12
H 1.26 1.73 0.29
N -2.55 0.34 -0.16
O -2.30 -1.03 0.11
Cl 2.51 -0.33 -0.03
```

The value obtained for the orbital gap is 9.55 eV. Its SMILES is O/N=C\C=C\Cl. Its HOMO energy is -9.28 eV.

***

Record 6
This record from the Open Molecules 2025 dataset describes 2 unconnected molecules or ions with the total composition C3H4ClNO at a distorted geometry. The level of theory is ωB97M-V with the def2-TZVPD basis set.

The geometry in XYZ format:
```
10
Properties=species:S:1:pos:R:3
C -1.15 -0.13 -2.07
C 1.18 -0.50 1.95
C 0.33 -0.19 1.00
N -0.97 0.94 -2.55
O -1.28 -1.25 -1.80
Cl -0.01 1.45 0.58
H 1.72 0.23 2.52
H 1.38 -1.53 2.18
H -0.22 -0.91 0.41
H -0.98 1.88 -2.23
```

The value obtained for the orbital gap is 10.68 eV. Its SMILES is C=CCl.N=C=O. Its HOMO energy is -9.93 eV.

***

Record 7
This record from the Open Molecules 2025 dataset describes C3H4ClNO3 in the gas phase at a distorted geometry. The level of theory is ωB97M-V with the def2-TZVPD basis set.

The geometry in XYZ format:
```
12
Properties=species:S:1:pos:R:3
C 1.59 0.06 0.44
C -0.44 -1.00 -0.08
C -1.92 -0.70 0.02
H 3.92 1.67 1.29
H 2.08 -0.86 0.12
H -2.50 -1.59 -0.29
H -2.22 -0.49 1.05
N 2.18 1.11 0.84
O 3.58 0.92 0.78
O 0.24 0.08 0.40
O 0.07 -2.02 -0.44
Cl -2.53 0.68 -0.95
```

The value obtained for the orbital gap is 10.39 eV. Its SMILES is O=C(CCl)O/C=N/O. Its HOMO energy is -9.97 eV.

***

Record 8
This record from the Open Molecules 2025 dataset describes 2 unconnected molecules or ions with the total composition C3H4ClP at a distorted geometry. The level of theory is ωB97M-V with the def2-TZVPD basis set.

The geometry in XYZ format:
```
9
Properties=species:S:1:pos:R:3
C 0.69 -1.55 1.42
C 0.15 -0.51 1.07
C -0.42 0.83 0.83
P -0.63 0.55 -3.91
Cl 1.16 -0.20 -3.70
H 0.94 -2.42 1.88
H -1.44 0.74 0.46
H 0.20 1.37 0.07
H -0.66 1.20 1.87
```

The value obtained for the orbital gap (spin up / spin down) is 9.49 / 8.80 eV. Its HOMO energy (spin up / spin down) is -8.60 / -9.79 eV. As for the multiplicity: 3.

***

Record 9
This record from the Open Molecules 2025 dataset describes a molecular structure, C3H4CoFO2 at a distorted geometry. The level of theory is ωB97M-V with the def2-TZVPD basis set.

The geometry in XYZ format:
```
11
Properties=species:S:1:pos:R:3
O 0.12 0.67 1.09
Co 2.96 0.54 0.73
C 1.10 0.72 0.14
C -1.02 -0.02 0.53
H -1.76 0.71 0.17
H -1.46 -0.63 1.32
F 0.82 1.83 -0.73
C -0.41 -0.84 -0.61
O 0.96 -0.43 -0.64
H -0.88 -0.62 -1.58
H -0.43 -1.92 -0.42
```

The value obtained for the orbital gap (spin up / spin down) is 9.99 / 6.31 eV. Its HOMO energy (spin up / spin down) is -21.14 / -20.98 eV. The net charge is +2. As for the multiplicity: 5.

***

Record 10
This record from the Open Molecules 2025 dataset describes a molecular structure, C3H4CoO2 at a distorted geometry. The level of theory is ωB97M-V with the def2-TZVPD basis set.

The geometry in XYZ format:
```
10
Properties=species:S:1:pos:R:3
C -0.02 3.47 -0.60
C 0.92 3.84 -1.49
H 0.15 3.59 0.47
H -1.07 3.35 -0.91
H 1.94 4.04 -1.18
H 0.72 3.81 -2.56
C 0.06 0.51 -0.16
O 0.89 -0.16 -0.79
O -0.75 0.04 0.66
Co 0.09 -1.70 0.19
```

The value obtained for the orbital gap (spin up / spin down) is 8.63 / 8.12 eV. Its HOMO energy (spin up / spin down) is -18.88 / -21.47 eV. The net charge is +2. As for the multiplicity: 6.

***

Record 11
This record from the Open Molecules 2025 dataset describes a molecular structure, C3H4CoO3 at a distorted geometry. The level of theory is ωB97M-V with the def2-TZVPD basis set.

The geometry in XYZ format:
```
11
Properties=species:S:1:pos:R:3
O -0.79 1.51 -0.35
C -1.18 0.42 0.21
O -2.32 -0.06 0.11
C 1.85 -1.07 -0.71
C 0.77 -1.70 -0.05
O -0.20 -0.24 0.86
Co 1.09 1.35 0.29
H 2.86 -1.31 -0.35
H 1.77 -0.95 -1.80
H 1.00 -2.29 0.84
H -0.06 -2.10 -0.64
```

The value obtained for the orbital gap (spin up / spin down) is 6.59 / 7.93 eV. Its HOMO energy (spin up / spin down) is -2.38 / -4.48 eV. The net charge is -1. As for the multiplicity: 5.

***

Record 12
This record from the Open Molecules 2025 dataset describes a molecular structure, C3H4CrO2 at a distorted geometry. The level of theory is ωB97M-V with the def2-TZVPD basis set.

The geometry in XYZ format:
```
10
Properties=species:S:1:pos:R:3
C 2.65 -1.79 -1.40
C 2.63 -3.12 -1.18
H 3.34 -1.16 -0.84
H 2.38 -1.39 -2.38
H 3.02 -3.55 -0.25
H 2.05 -3.80 -1.82
C 0.48 -0.42 -0.25
O -0.38 -1.08 0.36
O 0.43 0.82 -0.41
Cr -1.28 0.70 0.65
```

The value obtained for the orbital gap (spin up / spin down) is 5.87 / 6.39 eV. Its HOMO energy (spin up / spin down) is -12.84 / -13.20 eV. The net charge is +1. As for the multiplicity: 6.

***

Record 13
This record from the Open Molecules 2025 dataset describes a molecular structure, C3H4CsO3 at a distorted geometry. The level of theory is ωB97M-V with the def2-TZVPD basis set.

The geometry in XYZ format:
```
11
Properties=species:S:1:pos:R:3
C -1.50 -0.68 -1.84
O -0.19 -0.13 0.09
C 0.86 -0.17 -0.81
C -1.45 -0.53 -0.44
O 0.53 -0.38 -2.00
O 1.90 0.35 -0.36
H -1.53 -1.74 -2.13
H -2.03 0.50 -1.27
H -1.86 -1.32 0.19
H 2.80 2.55 5.67
Cs 2.48 1.54 2.90
```

The value obtained for the orbital gap (spin up / spin down) is 5.12 / 5.13 eV. Its HOMO energy (spin up / spin down) is -2.98 / -2.99 eV. The net charge is -1.

***

Record 14
This record from the Open Molecules 2025 dataset describes a molecular structure, C3H4ErLiO3 at a distorted geometry. The level of theory is ωB97M-V with the def2-TZVPD basis set.

The geometry in XYZ format:
```
12
Properties=species:S:1:pos:R:3
C -1.34 0.38 0.24
C 0.00 -0.26 -0.05
O 0.97 0.78 -0.21
C 2.22 0.47 -0.47
O 2.55 -0.75 -0.59
O -1.98 -0.11 1.27
H -1.28 1.48 0.21
H -0.06 -0.87 -0.97
H 0.29 -0.92 0.78
Er 4.84 0.39 -1.01
Li -3.67 -0.73 1.40
H -2.53 0.13 -0.62
```

The value obtained for the orbital gap (spin up / spin down) is 6.64 / 5.35 eV. Its HOMO energy (spin up / spin down) is -14.87 / -14.55 eV. The net charge is +2. As for the multiplicity: 4.

***

Record 15
This record from the Open Molecules 2025 dataset describes C3H4F2 in the gas phase at a distorted geometry. The level of theory is ωB97M-V with the def2-TZVPD basis set.

The geometry in XYZ format:
```
9
Properties=species:S:1:pos:R:3
C 1.15 0.45 0.06
C -0.20 -0.13 -0.18
C -1.52 -0.27 0.32
H 2.00 -0.33 -0.56
H 1.33 0.55 1.30
H -0.06 -0.78 -1.24
H -1.99 -1.13 -0.55
F 1.16 1.81 -0.69
F -1.86 -0.17 1.54
```

The value obtained for the orbital gap is 10.27 eV. Its SMILES is F/C=C\CF. Its HOMO energy is -9.90 eV.

***

Record 16
This record from the Open Molecules 2025 dataset describes C3H4F2IN in the gas phase at a distorted geometry. The level of theory is ωB97M-V with the def2-TZVPD basis set.

The geometry in XYZ format:
```
11
Properties=species:S:1:pos:R:3
C 0.06 -0.15 -0.48
C -0.84 -1.11 0.18
C 0.33 1.07 0.35
N 0.48 -0.21 -1.66
F -0.57 1.23 1.44
F 0.45 2.29 -0.14
I 2.25 0.68 1.34
H -0.38 -1.46 1.07
H -1.96 -0.74 0.21
H -1.08 -1.99 -0.49
H 1.25 0.39 -1.82
```

The value obtained for the orbital gap is 9.66 eV. Its SMILES is [H]/N=C(/C)C(F)(F)I. Its HOMO energy is -10.02 eV.

***

Record 17
This record from the Open Molecules 2025 dataset describes C3H4F2NPS in the gas phase at a distorted geometry. The level of theory is ωB97M-V with the def2-TZVPD basis set.

The geometry in XYZ format:
```
12
Properties=species:S:1:pos:R:3
C -0.68 1.09 -0.15
C 1.31 -0.25 -0.31
C 0.86 -1.47 0.48
N 0.48 0.83 -0.40
F -2.63 2.00 1.20
F -2.95 1.39 -0.98
P -1.95 2.45 -0.21
S 0.19 -2.72 -0.54
H 2.30 0.16 -0.09
H 1.56 -0.60 -1.28
H 1.53 -1.92 1.14
H -0.01 -0.96 1.14
```

The value obtained for the orbital gap (spin up / spin down) is 8.93 / 5.27 eV. Its HOMO energy (spin up / spin down) is -9.48 / -7.37 eV.

***

Record 18
This record from the Open Molecules 2025 dataset describes 2 unconnected molecules or ions with the total composition C3H4F2O. The level of theory is ωB97M-V with the def2-TZVPD basis set.

The geometry in XYZ format:
```
10
Properties=species:S:1:pos:R:3
C 1.15 1.08 -0.41
C 0.23 0.61 0.48
C -1.08 0.33 0.13
O 0.03 -2.36 -0.35
F -1.60 0.51 -1.05
F -1.98 -0.09 0.99
H 2.16 1.27 -0.11
H 0.89 1.27 -1.44
H 0.50 0.40 1.50
H -0.30 -3.02 0.26
```

The value obtained for the orbital gap (spin up / spin down) is 10.76 / 5.63 eV. Its HOMO energy (spin up / spin down) is -10.86 / -7.52 eV.

***

Record 19
This record from the Open Molecules 2025 dataset describes 2 unconnected molecules or ions with the total composition C3H4F2Si at a distorted geometry. The level of theory is ωB97M-V with the def2-TZVPD basis set.

The geometry in XYZ format:
```
10
Properties=species:S:1:pos:R:3
C -1.64 -3.08 0.02
C -0.67 -2.38 0.02
C 0.78 0.97 0.37
F 2.34 -1.07 -1.40
F 2.44 -0.96 1.19
Si 1.57 -0.70 -0.09
H -2.57 -3.64 -0.15
H 0.47 0.73 1.33
H 1.68 1.69 0.53
H 0.18 1.40 -0.40
```

The value obtained for the orbital gap (spin up / spin down) is 7.27 / 7.13 eV. Its HOMO energy (spin up / spin down) is -6.24 / -10.99 eV. As for the multiplicity: 3.

***

Record 20
This record from the Open Molecules 2025 dataset describes a molecular structure, C3H4F3FeNO2 at a distorted geometry. The level of theory is ωB97M-V with the def2-TZVPD basis set.

The geometry in XYZ format:
```
14
Properties=species:S:1:pos:R:3
N 0.31 -1.68 0.03
C 0.57 -0.36 0.61
O -0.57 0.54 0.78
C -1.62 0.34 -0.05
O -2.39 1.36 -0.24
C 1.81 0.30 -0.17
F 1.85 0.00 -1.52
F 2.98 -0.25 0.41
F 1.89 1.69 0.03
H -0.49 -2.13 0.50
H 0.11 -1.65 -0.98
H 0.98 -0.56 1.66
H -1.96 -0.62 -0.54
Fe -3.46 3.03 -0.50
```

The value obtained for the orbital gap (spin up / spin down) is 5.34 / 4.73 eV. Its HOMO energy (spin up / spin down) is -17.93 / -17.90 eV. The net charge is +2. As for the multiplicity: 5.